# C2H4N2S3

A structure of composition C2H4N2S3 at a distorted geometry (ωB97M-V/def2-TZVPD, the OMol25 dataset).

```
11
Properties=species:S:1:pos:R:3:nbo_charge:R:1
C 0.475 0.800 -0.105 0.2517
C -2.057 -0.183 0.325 -0.5863
H 1.853 -1.974 -1.223 0.1020
H 2.147 -0.166 0.898 0.4323
H 0.776 2.679 -0.179 0.3583
H -1.628 -0.899 1.145 0.2532
N 1.307 -0.329 0.215 -0.8271
N 1.135 1.802 0.040 -0.6384
S 0.815 -1.808 -0.302 0.1919
S -1.162 0.558 -0.744 0.4834
S -3.660 -0.481 -0.071 -0.0208
```

* molar mass: 152.3 g mol⁻¹
* HOMO energy: -8.9 eV
* ΔE to the lowest compared entry with this formula, charge and spin: 246.7 kJ/mol
* frontier orbital gap: 8.169 eV